No. 1
{
  "formula": "C24H43IrN2P3SSe",
  "method": "the ωB97M-V functional and the def2-TZVPD basis",
  "mol_weight_g_mol": 755.788,
  "gap_ev": [6.397, 4.234],
  "charge": 4,
  "multiplicity": 6,
  "e_lumo_ev": [-11.17, -15.31],
  "species": ["Ir", "P", "P", "P", "H", "C", "C", "H", "C", "C", "C", "C", "C", "C", "C", "C", "C", "H", "H", "H", "H", "H", "H", "H", "H", "H", "H", "H", "H", "H", "H", "H", "H", "H", "H", "H", "H", "H", "H", "H", "H", "H", "H", "H", "H", "H", "C", "C", "C", "C", "C", "C", "Se", "H", "H", "H", "H", "H", "H", "N", "C", "N", "C", "C", "C", "C", "C", "C", "S", "H", "H", "H", "H", "H", "H"],
  "positions_angstrom": [[0.0119, 0.0976, 0.6399], [0.2925, 2.1061, 1.4953], [-2.2289, 0.3805, 0.4298], [2.1990, -0.0893, 0.1438], [-1.3374, -3.1136, -5.0126], [-0.7918, -3.8434, -4.3878], [-0.5090, -3.7012, -3.0757], [-0.8404, -2.8240, -2.4796], [0.4762, 3.7070, 0.6330], [-1.0035, 2.5777, 2.7125], [1.7528, 2.3140, 2.6005], [-3.0359, -0.7348, -0.7459], [-3.1007, -0.0900, 1.9832], [-2.9970, 1.9744, 0.0010], [2.6244, -1.3944, -1.0414], [3.1807, -0.6162, 1.6051], [3.0859, 1.3572, -0.5203], [-0.5291, -4.7684, -4.9387], [0.0591, -4.5288, -2.5859], [0.7639, 4.4627, 1.3797], [-0.4697, 4.0101, 0.1679], [1.2640, 3.6579, -0.1274], [-0.7470, 3.5954, 3.0338], [-0.9827, 1.8994, 3.5731], [-2.0040, 2.5796, 2.2790], [1.6479, 3.3313, 2.9944], [2.6904, 2.2252, 2.0512], [1.7344, 1.6081, 3.4345], [-4.1187, -0.6788, -0.5624], [-2.6998, -1.7698, -0.6101], [-2.8134, -0.4005, -1.7667], [-4.1692, -0.0497, 1.7465], [-2.8988, 0.5960, 2.8105], [-2.8693, -1.1080, 2.3160], [-4.0905, 1.8421, 0.0853], [-2.7182, 2.2314, -1.0310], [-2.7080, 2.8076, 0.6511], [3.6959, -1.3064, -1.2758], [2.0439, -1.2838, -1.9641], [2.4352, -2.3868, -0.6130], [4.2323, -0.7440, 1.3081], [2.8164, -1.5766, 1.9889], [3.1412, 0.1047, 2.4277], [4.0344, 0.9970, -0.9379], [3.3022, 2.1042, 0.2479], [2.4933, 1.8186, -1.3170], [0.3343, 1.9769, -3.9439], [-0.1345, 0.6434, -3.9269], [0.1673, -0.1812, -5.0288], [0.9023, 0.3246, -6.1307], [1.3813, 1.6533, -6.1227], [1.1088, 2.4517, -5.0188], [-0.0776, 3.3144, -2.6801], [0.2291, 2.3030, -1.6221], [-0.7035, 0.2959, -3.0474], [-0.1690, -1.2341, -5.0310], [1.1105, -0.3261, -6.9897], [1.9587, 2.0593, -6.9665], [1.4542, 3.4773, -4.9520], [-0.9221, -2.9270, -0.1882], [-0.7038, -2.7796, 1.1320], [-0.2351, -1.6447, 1.6466], [-0.2295, -1.6257, 3.0593], [0.0925, -0.5674, 3.9071], [-0.0368, -0.7776, 5.2875], [-0.4312, -2.0135, 5.8115], [-0.7736, -3.0608, 4.9369], [-0.6937, -2.8542, 3.5638], [-1.2219, -3.9531, 2.2741], [-1.2854, -3.7958, -0.5343], [-0.4447, -2.3486, -0.8687], [0.4030, 0.4038, 3.5144], [0.1745, 0.0314, 5.9756], [-0.4790, -2.1838, 6.8962], [-1.0905, -4.0391, 5.3002]],
  "atomic_forces_ev_per_a": [[-0.1, -0.3, -1.0], [0.5, 2.7, 3.5], [-2.5, 0.0, -1.2], [2.5, -0.6, -1.7], [0.2, -0.3, 0.7], [-0.1, -0.1, 0.4], [0.1, -0.6, -1.0], [0.2, -0.6, -1.0], [-0.1, -0.1, -0.8], [0.2, 0.2, 0.0], [-0.3, 0.2, 0.0], [-0.4, 0.0, -0.1], [0.3, 0.0, 0.3], [0.0, 0.2, -0.1], [0.2, -0.1, -0.2], [-0.3, 0.0, 0.5], [-0.1, 0.0, 0.0], [0.0, 0.7, 0.5], [-0.6, 0.9, -0.2], [-0.2, -0.3, -0.2], [0.2, 0.0, 0.1], [-0.1, 0.1, 0.2], [-0.3, -0.2, 0.2], [-0.1, 0.3, -0.2], [0.3, 0.1, 0.3], [0.3, -0.2, 0.1], [-0.1, 0.1, 0.3], [0.2, 0.2, -0.1], [0.2, -0.1, -0.3], [-0.3, 0.5, -0.1], [-0.1, -0.2, 0.2], [0.1, 0.0, 0.0], [0.0, -0.1, -0.2], [0.0, 0.1, -0.2], [0.4, 0.1, -0.2], [-0.3, -0.1, 0.2], [-0.1, -0.3, -0.3], [-0.3, -0.2, 0.0], [0.1, 0.0, 0.1], [0.0, 0.2, -0.1], [-0.3, 0.1, -0.1], [0.0, 0.1, -0.2], [0.0, -0.1, -0.2], [-0.2, 0.2, 0.1], [0.0, -0.1, -0.2], [0.2, -0.1, 0.0], [-0.2, 0.6, -0.1], [0.3, -1.1, -0.5], [-0.6, 0.2, 1.4], [0.1, 0.2, -0.1], [0.1, 0.4, 0.3], [0.2, 0.1, -1.3], [0.6, -1.3, -0.1], [-0.7, 0.3, 0.0], [0.3, 0.0, -0.7], [0.2, 0.8, 0.0], [-0.1, 0.3, 0.4], [-0.3, -0.3, 0.5], [0.1, -0.1, -0.4], [1.0, -0.2, 2.2], [-0.9, -0.4, -1.6], [0.7, 0.9, 3.3], [-0.2, -0.6, -2.7], [0.1, 0.5, 1.7], [0.6, 1.5, -1.8], [-0.4, -1.5, 0.2], [-0.1, -0.8, -0.7], [-0.7, -1.4, 1.5], [0.4, 0.1, 1.0], [-0.1, -0.5, -0.2], [0.0, 0.3, 0.2], [-0.2, -0.8, 0.2], [0.1, 0.0, 0.0], [0.0, 0.2, -0.5], [0.0, 0.3, 0.2]]
}

---

No. 2
{
  "formula": "C24H43N2OP3SW",
  "method": "the ωB97M-V functional and the def2-TZVPD basis",
  "mol_weight_g_mol": 684.450,
  "gap_ev": [4.279, 4.306],
  "charge": 4,
  "multiplicity": 3,
  "de_lowest_kj_mol": 32.6,
  "e_lumo_ev": [-14.76, -14.76],
  "species": ["W", "P", "P", "P", "H", "C", "C", "H", "C", "C", "C", "C", "C", "C", "C", "C", "C", "H", "H", "H", "H", "H", "H", "H", "H", "H", "H", "H", "H", "H", "H", "H", "H", "H", "H", "H", "H", "H", "H", "H", "H", "H", "H", "H", "H", "H", "C", "C", "C", "C", "C", "C", "O", "H", "H", "H", "H", "H", "H", "N", "C", "N", "C", "C", "C", "C", "C", "C", "S", "H", "H", "H", "H", "H", "H"],
  "positions_angstrom": [[-0.5634, -1.0805, -0.1683], [-1.2404, 1.2415, -0.8396], [-0.5775, -3.2221, 0.6758], [0.3299, -1.5146, -2.2238], [3.4294, 0.0188, 0.9735], [3.7831, 0.8773, 0.3830], [3.2336, 2.0797, 0.6057], [2.7159, 2.3770, 1.5329], [-1.3705, 2.5634, 0.4156], [-2.9479, 1.1743, -1.5072], [-0.2690, 2.1806, -2.0776], [-0.0226, -3.5791, 2.3820], [-2.3829, -3.4572, 0.7404], [0.0079, -4.7111, -0.2049], [1.6413, -0.4219, -2.8455], [-1.1268, -1.2343, -3.3020], [0.9686, -3.0656, -2.9356], [4.3716, 0.5972, -0.4980], [3.4021, 2.9069, -0.1000], [-0.4445, 2.6150, 1.0004], [-2.2166, 2.3776, 1.0877], [-1.5245, 3.5193, -0.1084], [-3.6550, 1.1822, -0.6672], [-3.1134, 0.2678, -2.1000], [-3.0902, 2.0593, -2.1466], [0.7606, 2.2870, -1.7029], [-0.7102, 3.1874, -2.1768], [-0.2660, 1.6853, -3.0590], [0.6582, -4.4346, 2.3255], [-0.8919, -3.8247, 3.0032], [0.5011, -2.7168, 2.8131], [-2.5258, -4.5431, 0.9105], [-2.8503, -3.1505, -0.2121], [-2.8374, -2.8802, 1.5646], [-0.0181, -5.5435, 0.5146], [1.0320, -4.6134, -0.5926], [-0.6573, -4.9390, -1.0469], [1.5745, -0.4137, -3.9447], [2.6037, -0.8633, -2.5380], [1.5595, 0.5920, -2.4488], [-0.7986, -1.5487, -4.3022], [-1.4409, -0.1824, -3.3194], [-1.9592, -1.8667, -2.9704], [1.1538, -2.8690, -3.9983], [0.2566, -3.8857, -2.8040], [1.9325, -3.2840, -2.4632], [4.5420, -3.2278, -1.3022], [3.8077, -3.8888, -0.2293], [4.2861, -5.0511, 0.3300], [5.5694, -5.5196, 0.0187], [6.3805, -4.7999, -0.8719], [5.9221, -3.6484, -1.4792], [3.9956, -2.4093, -2.0839], [0.3164, -1.3261, 1.1291], [2.8183, -3.4826, 0.0130], [3.6378, -5.6110, 1.0077], [5.9294, -6.4573, 0.4487], [7.3831, -5.1581, -1.0924], [6.5208, -3.0930, -2.2000], [0.9322, -0.3793, 2.6989], [-0.3217, 0.2208, 2.6518], [-1.2607, -0.2029, 1.7854], [-2.5618, 0.1746, 2.2775], [-3.7783, -0.1175, 1.6738], [-4.9438, 0.3525, 2.3039], [-4.8785, 1.0496, 3.5186], [-3.6377, 1.3550, 4.1077], [-2.4776, 0.9116, 3.4744], [-0.8342, 1.1861, 4.0053], [1.2625, -0.6537, 3.6316], [1.6604, 0.0285, 2.0981], [-3.7875, -0.7205, 0.7572], [-5.9115, 0.1726, 1.8293], [-5.8018, 1.3614, 4.0169], [-3.5499, 1.9218, 5.0285]],
  "atomic_forces_ev_per_a": [[-2.2, 2.8, 3.0], [-0.8, 2.3, -0.9], [0.2, -3.5, 1.6], [1.5, -0.7, -4.4], [0.8, 0.3, 0.3], [-1.5, -0.4, -0.2], [0.6, 0.3, -0.3], [0.1, -0.5, -0.5], [0.0, -0.2, 0.4], [0.0, -0.1, -0.1], [0.1, -0.2, -0.3], [0.2, 0.4, 0.0], [-0.5, 0.3, -0.1], [0.0, -0.2, -0.3], [0.3, 0.3, 0.3], [0.0, 0.2, 0.0], [0.0, -0.3, 0.6], [-0.2, 0.5, 0.3], [0.1, -0.3, 0.5], [-0.2, 0.1, -0.1], [0.2, 0.1, -0.2], [0.0, -0.4, 0.2], [0.2, 0.1, -0.3], [-0.1, 0.3, 0.1], [-0.1, -0.3, 0.2], [-0.3, 0.1, -0.2], [0.1, -0.5, 0.0], [0.1, 0.3, 0.3], [-0.2, 0.2, 0.3], [0.2, -0.1, -0.1], [-0.2, -0.4, -0.1], [-0.2, 0.5, -0.2], [-0.1, -0.4, 0.3], [0.2, -0.3, -0.3], [-0.1, 0.2, -0.3], [-0.4, 0.0, 0.2], [0.2, 0.0, 0.2], [0.0, 0.1, 0.3], [-0.5, 0.3, -0.2], [0.2, -0.3, -0.2], [-0.3, 0.1, 0.1], [0.1, -0.4, -0.1], [0.0, 0.1, -0.2], [-0.1, -0.1, 0.2], [0.3, 0.1, -0.2], [-0.4, -0.1, -0.2], [-1.2, 2.3, -1.6], [-0.8, -1.4, 0.9], [-2.3, 1.4, 0.3], [0.6, -0.2, -0.6], [0.7, 0.9, -0.8], [1.4, -1.2, -0.4], [1.6, -2.2, 2.3], [1.6, -0.5, 0.4], [0.4, -0.3, 0.0], [0.4, 0.2, -0.1], [0.0, 0.2, 0.0], [-0.1, 0.1, 0.1], [0.0, -0.1, 0.1], [1.0, 0.4, -0.5], [-0.6, -0.6, 1.2], [-0.3, 0.4, 0.9], [1.3, 0.2, -0.2], [-0.2, 0.2, 0.3], [0.3, -0.3, -0.4], [0.5, 0.2, 0.3], [-0.4, -0.2, -0.4], [-0.8, 0.2, 0.0], [-0.4, -1.0, -1.4], [-0.1, 0.7, -0.5], [-0.3, -0.2, 0.6], [-0.3, 0.3, 0.3], [0.3, 0.0, 0.3], [0.4, -0.1, -0.2], [-0.3, -0.1, 0.0]]
}

---

No. 3
{
  "formula": "C24H43N2P3PbSSe",
  "method": "the ωB97M-V functional and the def2-TZVPD basis",
  "mol_weight_g_mol": 770.771,
  "gap_ev": [4.233, 3.626],
  "charge": 4,
  "e_lumo_ev": [-14.40, -14.98],
  "species": ["Pb", "P", "P", "P", "H", "C", "C", "H", "C", "C", "C", "C", "C", "C", "C", "C", "C", "H", "H", "H", "H", "H", "H", "H", "H", "H", "H", "H", "H", "H", "H", "H", "H", "H", "H", "H", "H", "H", "H", "H", "H", "H", "H", "H", "H", "H", "C", "C", "C", "C", "C", "C", "Se", "H", "H", "H", "H", "H", "H", "N", "C", "N", "C", "C", "C", "C", "C", "C", "S", "H", "H", "H", "H", "H", "H"],
  "positions_angstrom": [[-1.8672, -0.7113, 1.2717], [1.9377, 0.7751, -0.9050], [-1.1571, 1.1006, 3.2772], [-1.6694, 1.9641, -0.5136], [-2.0221, -3.2825, -3.0394], [-1.9484, -2.3329, -3.5808], [-0.7760, -1.6921, -3.7097], [0.1354, -2.0539, -3.2135], [3.3140, -0.4442, -1.0474], [2.9782, 2.2376, -0.4716], [1.7445, 1.1002, -2.7090], [-2.6996, 1.3178, 4.2449], [-0.0959, 0.4721, 4.6153], [-0.5985, 2.8259, 3.1894], [-1.8918, 1.5147, -2.2855], [-0.5368, 3.4086, -0.6844], [-3.2168, 2.9542, -0.3140], [-2.8326, -2.0153, -4.1289], [-0.6740, -0.8328, -4.3682], [2.8979, -1.4568, -1.0737], [3.9996, -0.3699, -0.1943], [3.8645, -0.2577, -1.9783], [3.6130, 1.9964, 0.3904], [2.3360, 3.0881, -0.2109], [3.6135, 2.5139, -1.3240], [1.1033, 0.3260, -3.1536], [2.7356, 1.0615, -3.1792], [1.2975, 2.0846, -2.8942], [-2.4348, 1.9180, 5.1265], [-3.0915, 0.3399, 4.5597], [-3.4592, 1.8370, 3.6449], [-0.1520, 1.2008, 5.4367], [0.9406, 0.3784, 4.2732], [-0.4615, -0.5023, 4.9621], [-0.8410, 3.2916, 4.1541], [-1.1137, 3.3668, 2.3864], [0.4851, 2.8775, 3.0338], [-2.6252, 2.1893, -2.7427], [-2.2515, 0.4824, -2.3663], [-0.9411, 1.5937, -2.8244], [-1.1160, 4.2909, -0.9873], [0.2438, 3.2239, -1.4301], [-0.0670, 3.6179, 0.2840], [-3.1691, 3.7544, -1.0644], [-3.2490, 3.3975, 0.6894], [-4.1045, 2.3237, -0.4585], [-5.1881, -1.4463, 0.4013], [-4.6605, -2.0115, -0.7780], [-5.4252, -2.9954, -1.4550], [-6.6877, -3.3606, -0.9894], [-7.2088, -2.7862, 0.1868], [-6.4734, -1.8217, 0.8536], [-4.4284, -0.0628, 1.4227], [-0.0788, -1.3871, 1.7426], [-3.6979, -1.6793, -1.1601], [-4.9847, -3.4908, -2.3449], [-7.2972, -4.0665, -1.5574], [-8.2039, -3.0494, 0.5598], [-6.8791, -1.3516, 1.7507], [2.3207, 0.2167, 2.6487], [2.4832, -1.0766, 2.2280], [1.5547, -1.7782, 1.5783], [2.0246, -2.9946, 1.0649], [1.3474, -3.8568, 0.2266], [1.9397, -5.0898, -0.0674], [3.2237, -5.3880, 0.4068], [3.9481, -4.4810, 1.1874], [3.3337, -3.2541, 1.5100], [3.9900, -1.8935, 2.4355], [3.1823, 0.6348, 2.9679], [1.7430, 0.8142, 2.0824], [0.3699, -3.5577, -0.1654], [1.3914, -5.8077, -0.6513], [3.6703, -6.3508, 0.1666], [4.9396, -4.6816, 1.5838]],
  "atomic_forces_ev_per_a": [[0.2, 1.5, -0.2], [3.9, 0.8, -2.5], [-0.7, 0.3, 1.8], [-0.7, 0.6, -1.2], [0.0, 0.4, 0.0], [0.7, 0.0, -0.1], [-0.5, -0.4, 0.3], [-0.4, 0.0, -0.3], [-0.7, -1.0, 1.0], [-1.0, 0.4, 1.5], [-1.7, -0.1, -0.2], [-0.2, -0.2, -0.4], [0.3, -0.4, -0.2], [0.1, 0.2, -0.8], [0.1, -0.5, 0.1], [0.6, -0.2, 0.6], [-0.1, -0.5, 0.8], [0.1, 0.0, 0.1], [-0.1, -0.1, 0.1], [0.3, 0.0, -0.1], [-0.3, 0.0, -0.1], [-0.3, 0.1, 0.2], [-0.1, 0.1, -0.2], [0.4, 0.0, -0.1], [-0.3, -0.3, -0.1], [0.2, 0.2, -0.1], [-0.1, 0.0, 0.4], [0.1, -0.3, 0.0], [-0.2, -0.2, -0.2], [0.1, 0.3, 0.0], [0.1, 0.0, 0.3], [0.0, -0.2, -0.2], [-0.4, 0.0, 0.3], [0.1, 0.2, 0.0], [0.1, -0.1, -0.2], [0.1, 0.0, 0.3], [-0.2, 0.1, 0.0], [0.2, -0.1, 0.1], [0.1, 0.2, -0.2], [-0.3, -0.1, 0.1], [0.2, -0.3, 0.0], [-0.2, 0.1, 0.2], [0.0, 0.2, -0.2], [-0.2, -0.3, 0.2], [-0.1, 0.0, -0.2], [0.2, 0.3, 0.0], [0.1, 0.5, 0.0], [-0.8, -1.4, -0.9], [2.5, 1.1, 0.0], [-0.9, -0.2, 0.3], [0.0, 0.6, 0.5], [-1.2, -0.6, 0.2], [0.0, -0.7, -0.2], [3.1, -1.0, -0.8], [-0.1, -0.2, -0.1], [-0.5, 0.5, 0.6], [0.2, 0.1, 0.2], [0.4, 0.0, -0.2], [0.0, -0.2, -0.2], [0.5, -0.7, -0.2], [-0.3, -0.4, -0.5], [-2.1, 1.9, 0.4], [0.6, 0.3, 0.7], [-0.3, -0.5, -0.1], [0.1, 0.8, 0.3], [0.2, 0.1, 0.2], [-0.5, 0.7, 0.2], [0.0, -0.9, -0.4], [-0.6, -0.5, -0.4], [-0.1, 0.3, 0.2], [-0.1, 0.1, 0.0], [0.3, -0.3, 0.2], [0.0, -0.1, -0.2], [-0.1, 0.2, 0.1], [-0.1, -0.2, -0.3]]
}